[1]
Density functional theory data (the ωB97M-V functional and the def2-TZVPD basis) for C34H47BrN3OSb2V as an isolated structure.

For the HOMO energy (spin up / spin down), the calculation gives -0.125 / -0.206 hartree. Its maximum force is 0.0152 Eh/bohr. As for the net charge: -1. Its spin multiplicity is 4. As for the orbital gap (spin up / spin down): 5.795 / 8.013 eV. The relative energy (zero: lowest compared OMol25 entry of this formula, charge and spin) is 0.156 eV.

CARTESIAN COORDINATES (ANGSTROEM)
1 V 1.106 1.794 -0.964
2 C -0.328 -4.609 -2.498
3 Sb -0.636 -3.402 -0.764
4 C -2.570 -4.221 -0.330
5 C 0.366 -4.806 0.555
6 C 1.866 -4.822 0.434
7 C 2.436 -5.660 -0.527
8 C 3.802 -5.702 -0.749
9 C 4.634 -4.889 0.007
10 C 4.086 -4.072 0.981
11 C 2.711 -4.022 1.225
12 C 2.203 -3.126 2.318
13 Sb 1.595 -1.113 1.651
14 C 3.533 -0.668 0.854
15 C 2.048 -0.195 3.526
16 H -0.604 -5.645 -2.295
17 H 0.721 -4.563 -2.793
18 H -0.933 -4.223 -3.319
19 H -2.524 -5.311 -0.344
20 H -3.295 -3.880 -1.069
21 H -2.904 -3.888 0.654
22 H -0.044 -5.771 0.247
23 H 0.031 -4.603 1.571
24 H 1.778 -6.293 -1.114
25 H 4.210 -6.364 -1.502
26 H 5.705 -4.896 -0.151
27 H 4.735 -3.448 1.585
28 H 2.980 -2.964 3.066
29 H 1.336 -3.562 2.816
30 H 4.265 -0.787 1.654
31 H 3.571 0.355 0.478
32 H 3.771 -1.343 0.033
33 H 2.880 -0.727 3.990
34 H 1.190 -0.183 4.196
35 H 2.343 0.836 3.325
36 C 1.379 3.991 1.689
37 C 0.539 2.766 1.832
38 O 0.677 1.789 0.930
39 C -0.332 2.566 2.931
40 C -0.574 3.601 3.869
41 C -1.419 3.407 4.945
42 C -2.050 2.182 5.150
43 C -1.801 1.141 4.254
44 C -0.964 1.318 3.171
45 H 2.044 3.906 0.832
46 H 1.999 4.161 2.576
47 H 0.772 4.895 1.557
48 H -0.095 4.563 3.738
49 H -1.587 4.222 5.639
50 H -2.716 2.039 5.991
51 H -2.264 0.173 4.412
52 H -0.758 0.498 2.498
53 C 1.519 0.078 -2.076
54 H 1.959 -0.740 -1.494
55 H 2.244 0.352 -2.851
56 H 0.629 -0.324 -2.564
57 N 4.077 3.006 -1.170
58 C 3.007 2.569 -1.085
59 Br -1.339 6.866 -4.716
60 C -0.639 5.420 -3.699
61 C -0.821 5.403 -2.329
62 C -0.318 4.322 -1.607
63 C 0.365 3.261 -2.210
64 C 0.544 3.345 -3.594
65 C 0.042 4.403 -4.346
66 H -1.349 6.208 -1.835
67 H -0.481 4.324 -0.531
68 H 1.092 2.565 -4.114
69 H 0.191 4.442 -5.417
70 C -1.948 0.214 -2.447
71 C -3.391 -0.360 -2.450
72 N -4.178 0.224 -1.362
73 C -4.206 1.679 -1.541
74 C -2.764 2.259 -1.532
75 N -1.795 1.176 -1.353
76 C -2.073 0.499 -0.082
77 C -3.515 -0.076 -0.089
78 H -1.708 0.724 -3.384
79 H -1.216 -0.577 -2.303
80 H -3.382 -1.445 -2.312
81 H -3.902 -0.149 -3.392
82 H -4.810 2.109 -0.738
83 H -4.709 1.893 -2.486
84 H -2.625 2.975 -0.720
85 H -2.530 2.775 -2.464
86 H -1.935 1.223 0.717
87 H -1.324 -0.286 0.052
88 H -4.114 0.359 0.715
89 H -3.512 -1.161 0.049

Results of the Mulliken charge analysis, in e, for atoms 1 through 8:
1 V 0.241
2 C -1.453
3 Sb 0.685
4 C -1.569
5 C -1.528
6 C 0.846
7 C -0.642
8 C -0.689

[2]
Density functional theory data (the ωB97M-V functional and the def2-TZVPD basis) for C34H47N5O2PPtS as an isolated structure.

For the HOMO energy (spin up / spin down), the calculation gives -0.563 / -0.591 hartree. Its maximum force is 0.0167 Eh/bohr. As for the net charge: +3. Its spin multiplicity is 5. As for the orbital gap (spin up / spin down): 5.892 / 4.416 eV. The relative energy (zero: lowest compared OMol25 entry of this formula, charge and spin) is 0.272 eV.

CARTESIAN COORDINATES (ANGSTROEM)
1 Pt -0.017 -0.112 -0.452
2 N 1.823 1.134 -0.067
3 C 2.116 1.721 1.278
4 C 1.262 2.917 1.708
5 C -0.113 2.605 2.314
6 C -1.286 2.575 1.334
7 N -0.898 2.017 0.018
8 H 2.584 0.496 -0.296
9 H 1.892 1.866 -0.773
10 H 3.166 2.027 1.262
11 H 2.013 0.920 2.009
12 H 1.203 3.663 0.906
13 H 1.855 3.408 2.482
14 H -0.345 3.369 3.057
15 H -0.040 1.672 2.864
16 H -1.648 3.594 1.168
17 H -2.121 1.996 1.732
18 H -0.155 2.610 -0.340
19 H -1.667 2.126 -0.639
20 O -1.900 -0.214 3.048
21 C -1.041 -0.749 2.371
22 O 0.015 -0.389 1.865
23 C -1.528 -2.294 2.130
24 C -2.226 -2.949 3.162
25 C -2.452 -4.281 2.948
26 C -2.008 -4.899 1.753
27 C -2.226 -6.274 1.483
28 C -1.790 -6.820 0.311
29 C -1.116 -6.023 -0.645
30 C -0.891 -4.695 -0.418
31 C -1.344 -4.110 0.783
32 N -1.146 -2.775 1.016
33 H -2.526 -2.428 4.055
34 H -2.978 -4.868 3.689
35 H -2.744 -6.876 2.217
36 H -1.962 -7.867 0.104
37 H -0.789 -6.476 -1.570
38 H -0.392 -4.070 -1.147
39 N 5.051 -5.648 -1.169
40 C 4.871 -4.734 -0.253
41 S 5.912 -4.568 1.076
42 C 3.748 -3.762 -0.373
43 C 3.110 -3.274 0.762
44 C 2.089 -2.349 0.598
45 N 1.697 -1.899 -0.598
46 C 2.314 -2.374 -1.681
47 C 3.344 -3.303 -1.620
48 H 5.835 -6.291 -1.156
49 H 4.370 -5.785 -1.906
50 H 3.355 -3.616 1.756
51 H 1.553 -1.960 1.453
52 H 1.993 -1.981 -2.633
53 H 3.828 -3.601 -2.539
54 C -2.461 -2.144 -2.421
55 C -1.598 -1.420 -3.470
56 C -0.446 -2.340 -3.869
57 C -2.477 -1.150 -4.700
58 P -0.981 0.157 -2.667
59 C -2.540 1.073 -2.417
60 C -3.043 2.018 -3.313
61 C -4.273 2.621 -3.090
62 C -5.023 2.287 -1.972
63 C -4.539 1.346 -1.073
64 C -3.310 0.748 -1.293
65 C 0.165 1.130 -3.788
66 C 0.267 2.574 -3.271
67 C 1.575 0.528 -3.701
68 C -0.243 1.132 -5.268
69 H -2.587 -3.179 -2.738
70 H -3.452 -1.702 -2.343
71 H -2.007 -2.154 -1.424
72 H -0.864 -3.210 -4.378
73 H 0.088 -2.709 -2.992
74 H 0.257 -1.874 -4.559
75 H -3.036 -2.064 -4.909
76 H -1.899 -0.915 -5.591
77 H -3.208 -0.361 -4.532
78 H -2.496 2.292 -4.202
79 H -4.644 3.349 -3.797
80 H -5.981 2.757 -1.802
81 H -5.119 1.079 -0.201
82 H -2.941 0.024 -0.569
83 H 0.686 2.602 -2.265
84 H -0.675 3.114 -3.263
85 H 0.955 3.120 -3.917
86 H 1.927 0.468 -2.668
87 H 2.260 1.176 -4.250
88 H 1.639 -0.459 -4.157
89 H -1.275 1.418 -5.447
90 H -0.081 0.158 -5.728
91 H 0.392 1.846 -5.795

Results of the Mulliken charge analysis, in e, for atoms 1 through 8:
1 Pt 4.624
2 N -1.170
3 C -0.771
4 C -1.107
5 C -0.116
6 C -1.117
7 N -0.673
8 H 0.321

[3]
Density functional theory data (the ωB97M-V functional and the def2-TZVPD basis) for a 9-piece molecular cluster, C34H47N7O6 overall at a distorted geometry.

For the HOMO energy, the calculation gives -0.291 hartree. Its maximum force is 0.0900 Eh/bohr. As for the SMILES: c1cc[nH]c1.c1cc[nH]c1.c1cc[nH]c1.c1cc[nH]c1.c1cc[nH]c1.c1cc[nH]c1.c1cc[nH]c1.COC(=O)OC.COC(=O)OC. Its spin multiplicity is 1. As for the orbital gap: 8.522 eV.

CARTESIAN COORDINATES (ANGSTROEM)
1 C -10.018 2.795 21.854
2 C -9.053 2.383 20.834
3 C -8.822 1.050 20.986
4 N -9.646 0.585 22.006
5 C -10.357 1.641 22.527
6 H -10.307 3.821 22.043
7 H -8.435 2.935 20.151
8 H -8.165 0.332 20.508
9 H -9.745 -0.319 22.452
10 H -10.986 1.561 23.415
11 C -4.997 -1.217 20.367
12 C -5.907 -1.590 19.305
13 C -6.223 -0.411 18.623
14 N -5.538 0.612 19.239
15 C -4.795 0.133 20.281
16 H -4.547 -1.876 21.085
17 H -6.318 -2.562 19.099
18 H -6.909 -0.192 17.819
19 H -5.618 1.583 18.969
20 H -4.223 0.870 20.806
21 C -11.124 -2.191 13.637
22 C -10.152 -3.067 13.016
23 C -10.679 -3.419 11.779
24 N -11.894 -2.799 11.671
25 C -12.184 -2.060 12.767
26 H -10.968 -1.659 14.561
27 H -9.189 -3.327 13.460
28 H -10.316 -4.008 10.948
29 H -12.504 -2.878 10.898
30 H -13.118 -1.512 12.789
31 C -6.631 -0.534 13.021
32 C -7.961 -0.376 12.555
33 C -8.620 0.378 13.466
34 N -7.744 0.652 14.456
35 C -6.493 0.129 14.219
36 H -5.792 -0.981 12.515
37 H -8.350 -0.851 11.672
38 H -9.623 0.793 13.551
39 H -8.056 1.119 15.300
40 H -5.650 0.274 14.865
41 C -6.548 -5.606 19.633
42 C -7.723 -5.843 20.339
43 C -8.500 -6.647 19.591
44 N -7.898 -6.734 18.378
45 C -6.673 -6.181 18.410
46 H -5.704 -5.008 19.904
47 H -7.921 -5.561 21.345
48 H -9.448 -7.053 19.827
49 H -8.257 -7.213 17.574
50 H -6.051 -6.363 17.539
51 C -9.635 -1.274 18.171
52 C -9.199 -1.708 16.917
53 C -8.702 -2.983 17.123
54 N -8.885 -3.268 18.404
55 C -9.393 -2.227 19.090
56 H -10.110 -0.335 18.375
57 H -9.301 -1.214 15.985
58 H -8.319 -3.745 16.459
59 H -8.556 -4.122 18.817
60 H -9.676 -2.292 20.114
61 C -13.740 -4.894 18.740
62 C -13.856 -3.684 19.456
63 C -12.882 -2.831 18.986
64 N -12.157 -3.524 18.070
65 C -12.649 -4.749 17.903
66 H -14.314 -5.796 18.923
67 H -14.571 -3.456 20.224
68 H -12.654 -1.809 19.268
69 H -11.346 -3.218 17.563
70 H -12.108 -5.409 17.260
71 C -11.594 -4.320 23.107
72 O -10.181 -4.461 23.215
73 C -9.447 -3.346 22.968
74 O -9.850 -2.298 22.643
75 O -8.116 -3.697 22.987
76 C -7.271 -2.507 22.953
77 H -11.903 -3.546 23.792
78 H -12.031 -5.291 23.366
79 H -11.874 -4.024 22.082
80 H -6.255 -2.883 22.999
81 H -7.547 -1.842 23.770
82 H -7.354 -1.962 22.001
83 C -9.843 3.847 17.078
84 O -11.155 3.370 17.107
85 C -11.305 2.124 16.636
86 O -10.388 1.511 16.153
87 O -12.544 1.727 16.859
88 C -12.814 0.487 16.163
89 H -9.433 3.916 16.064
90 H -9.170 3.157 17.610
91 H -9.793 4.818 17.583
92 H -12.693 0.616 15.092
93 H -13.807 0.184 16.475
94 H -12.030 -0.229 16.419

Results of the Mulliken charge analysis, in e, for atoms 1 through 8:
1 C -0.860
2 C -0.501
3 C -0.211
4 N 0.224
5 C -0.536
6 H 0.397
7 H 0.442
8 H 0.499

[4]
Density functional theory data (the ωB97M-V functional and the def2-TZVPD basis) for a 7-piece molecular cluster, C34H48BrN7O3 overall at a distorted geometry.

For the HOMO energy, the calculation gives -0.353 hartree. Its maximum force is 0.1957 Eh/bohr. As for the SMILES: O=C(Br)Cc1cccc2c1C(=O)NC2=O.CCCC#N.CCCC#N.CCCC#N.CCCC#N.CCCC#N.CCCC#N. Its spin multiplicity is 1. As for the orbital gap: 8.005 eV.

CARTESIAN COORDINATES (ANGSTROEM)
1 O 2.766 1.559 -6.051
2 C 1.519 1.314 -5.621
3 Br 0.446 2.960 -5.075
4 C 0.818 -0.160 -5.465
5 C 1.812 -1.317 -4.844
6 C 2.053 -2.812 -5.554
7 C 3.048 -3.914 -4.803
8 C 3.834 -3.612 -3.368
9 C 3.596 -2.138 -2.690
10 C 2.604 -1.064 -3.431
11 C 2.639 0.198 -2.385
12 O 2.419 1.507 -2.535
13 N 3.069 -0.406 -1.042
14 C 4.166 -1.438 -1.321
15 O 5.296 -1.704 -0.635
16 H 0.520 -0.508 -6.566
17 H -0.173 -0.169 -4.825
18 H 1.535 -3.107 -6.563
19 H 3.227 -4.944 -5.329
20 H 4.539 -4.386 -2.827
21 H 3.667 0.394 -0.694
22 C 2.666 -1.424 3.224
23 C 2.576 -2.945 3.290
24 C 2.927 -3.620 1.963
25 C 1.961 -3.162 0.883
26 N 1.160 -2.783 -0.014
27 H 1.952 -1.008 2.505
28 H 2.435 -0.986 4.200
29 H 3.673 -1.102 2.935
30 H 1.560 -3.227 3.594
31 H 3.257 -3.307 4.068
32 H 2.861 -4.709 2.067
33 H 3.950 -3.369 1.662
34 C 5.061 -6.038 7.121
35 C 3.805 -6.737 7.631
36 C 2.593 -6.521 6.722
37 C 2.275 -5.037 6.635
38 N 2.011 -3.806 6.563
39 H 4.933 -4.952 7.086
40 H 5.906 -6.244 7.785
41 H 5.324 -6.388 6.116
42 H 3.582 -6.373 8.641
43 H 4.004 -7.811 7.713
44 H 1.723 -7.052 7.123
45 H 2.792 -6.907 5.717
46 C 2.965 8.137 -4.609
47 C 2.713 7.324 -3.343
48 C 1.634 6.255 -3.526
49 C 0.317 6.914 -3.903
50 N -0.775 7.461 -4.216
51 H 2.074 8.694 -4.916
52 H 3.762 8.867 -4.440
53 H 3.268 7.487 -5.438
54 H 2.426 8.008 -2.534
55 H 3.648 6.841 -3.039
56 H 1.501 5.693 -2.596
57 H 1.922 5.549 -4.312
58 C -1.444 -1.071 1.284
59 C -2.353 -0.221 0.402
60 C -3.140 0.826 1.192
61 C -4.027 0.137 2.216
62 N -4.764 -0.435 3.065
63 H -2.016 -1.650 2.015
64 H -0.881 -1.784 0.674
65 H -0.726 -0.444 1.826
66 H -3.046 -0.882 -0.133
67 H -1.743 0.285 -0.354
68 H -3.765 1.417 0.515
69 H -2.458 1.510 1.709
70 C -3.679 6.072 2.593
71 C -4.899 5.156 2.563
72 C -4.585 3.765 2.010
73 C -4.078 3.882 0.582
74 N -3.657 3.979 -0.603
75 H -3.286 6.256 1.588
76 H -3.944 7.044 3.021
77 H -2.878 5.637 3.202
78 H -5.682 5.629 1.957
79 H -5.294 5.057 3.579
80 H -5.487 3.144 2.021
81 H -3.824 3.270 2.623
82 C -5.931 0.001 -1.498
83 C -6.021 -1.520 -1.431
84 C -5.670 -2.196 -2.759
85 C -6.636 -1.738 -3.839
86 N -7.438 -1.358 -4.736
87 H -6.645 0.417 -2.217
88 H -6.162 0.438 -0.522
89 H -4.924 0.322 -1.786
90 H -7.037 -1.802 -1.128
91 H -5.340 -1.883 -0.654
92 H -5.736 -3.284 -2.655
93 H -4.647 -1.945 -3.060

Results of the Mulliken charge analysis, in e, for atoms 1 through 8:
1 O -0.488
2 C 0.400
3 Br -0.163
4 C -0.379
5 C 0.634
6 C -0.655
7 C -0.329
8 C -0.493

Number 1: total energy -151342.77659 eV. Number 2: total energy -70910.49187 eV. Number 3: total energy -58734.12893 eV. Number 4: total energy -122635.83132 eV.